(1)
Here is 2 unconnected molecules or ions with the total composition C3H4O2 from OMol25. Energies are from ωB97M-V/def2-TZVPD.

Geometry (Å):
C 0.0689 0.4482 -0.6333
C -2.6446 -0.1477 -0.3014
C 1.0087 0.6366 0.5606
H 0.2846 0.2586 -1.6468
H -3.1148 -1.1143 -0.7576
O -3.2068 0.5862 0.4662
O 0.3641 1.7360 -0.1128
H 0.5765 0.3867 1.6176
H 2.1000 0.5143 0.3403

Results
- LUMO level (alpha / beta): 0.280 / 0.072 eV
- Relative energy (zero: lowest compared OMol25 entry of this formula, charge and spin): 5.901 eV
- Highest occupied orbital energy (alpha / beta): -8.4752 / -8.5480 eV
- Net charge: 0
- Frontier orbital gap (alpha / beta): 8.755 / 8.620 eV

Listed below, in e, are the Mulliken charges computed for each atom:
1 C -0.28
2 C 0.07
3 C -0.13
4 H 0.28
5 H 0.23
6 O -0.32
7 O -0.29
8 H 0.20
9 H 0.24

=====

(2)
Here is a molecular structure, C28H68O15S11Tl from OMol25. Energies are from ωB97M-V/def2-TZVPD.

Geometry (Å):
S 3.1060 4.6890 -3.0780
H 1.9579 0.4495 -4.5296
S -2.9000 -3.1638 -2.5204
H 1.4601 -3.0835 3.5132
H 5.3677 0.2712 -1.8573
H -4.7681 1.3774 2.3336
H 3.2121 2.6952 -4.4842
C 1.0343 0.1509 -0.1395
O 6.2871 0.5469 2.1468
H -5.1759 -0.0952 -2.0220
C -1.7626 2.8171 5.4142
O 2.4762 -6.7388 3.1871
C -1.1995 1.3985 -0.2615
H 4.5536 2.6612 -3.3743
H 2.0484 0.0382 -0.4936
H -4.9676 -0.9251 -4.6777
H 0.1175 -0.8119 -7.1145
C -4.4065 1.9727 3.1720
H 3.3384 -0.9060 3.6473
O -1.3582 -0.8969 2.5412
S 5.3557 -1.0819 -3.8511
S -0.0336 2.5161 6.0023
S -2.9876 -5.3506 2.1346
H 3.0858 -3.8021 3.0732
H 2.8646 1.0485 1.6669
H 2.4404 4.2677 1.6548
O -1.9157 2.1168 -0.9063
H 2.9670 2.2985 -2.7354
C 3.7518 5.2909 -4.6746
H -4.8140 -4.9366 3.4592
O -4.0380 4.6509 3.8089
H 3.6756 6.3757 -4.7476
H 0.8274 -4.1196 1.2422
S 1.4797 -5.5634 3.1045
C 0.5282 -0.5692 0.9098
C 4.3233 -0.8958 3.1806
H 4.2246 -1.3489 2.1941
H -6.8162 3.1386 3.7173
H -3.2049 -0.6328 -4.3349
S -4.5816 3.8008 2.6599
H 7.2643 -2.4138 -4.3741
H 1.5537 1.3088 4.4751
C -0.8742 -0.3187 1.4665
H 4.7502 4.8682 -4.7870
H 3.7730 -0.2278 -2.1634
C -0.7774 4.4179 1.8372
H -3.3399 1.7789 3.2858
H -2.1648 -5.2520 -1.4445
H -6.9204 3.4724 2.1002
O 1.3842 -1.4232 1.3499
O 4.3317 -2.1339 -4.2835
O 0.7617 2.0224 -1.5513
H 0.2298 -5.7785 1.1583
C 1.7938 3.9292 0.8452
O -0.8570 0.8041 -4.1396
H -4.9274 1.7483 4.1028
C 1.0964 -5.1638 1.4021
H 2.0497 -1.3776 -4.7589
H -2.1401 1.8041 5.5539
S -4.5256 1.3548 -3.8820
O -0.3582 4.6741 -0.7974
H -3.3810 0.1896 -2.0214
H 0.9043 2.7200 3.7604
H -4.0600 0.0343 -5.7723
O -3.3668 2.2818 -4.2002
C -0.3187 -0.1001 -6.4137
C 3.9158 1.1531 1.3984
C 2.1442 -3.9269 3.6078
H -2.2336 3.5206 6.1006
S 0.3177 5.0417 0.5450
H -3.5697 -5.5186 -2.3014
H -1.2817 -3.8025 2.8619
H 3.8810 2.1829 1.0429
O -0.1121 1.3745 7.0416
H -2.7589 -3.2981 3.6567
H 1.9153 -5.4672 0.7499
C -1.8756 -2.3170 -1.3088
C -4.4316 -5.8868 3.0864
C -4.1387 -0.2182 -4.7149
H 0.2873 0.8054 -6.4434
H -0.9968 -2.9557 -1.2202
S 4.9793 0.8225 2.8113
C -2.1757 -4.1714 3.3647
O -2.1321 -6.6090 1.9258
C 0.3120 1.1726 -0.7728
H -2.6379 0.7881 1.3079
H -3.6270 -4.6424 -0.6848
H 3.0526 5.0062 -5.4609
H -5.2075 -6.2037 2.3895
S -0.3475 -0.5635 -4.6680
O -1.8422 -3.3847 -3.6246
H 2.4655 3.8701 -0.0112
H 1.5567 -0.6939 -3.3222
H -1.7957 4.7193 1.5915
H 4.9848 -1.4763 3.8236
C 6.9139 -2.0454 -3.4100
H -0.0295 1.1882 3.8009
H 4.1907 0.5093 0.5630
H 4.8618 -1.3449 -1.3451
H 2.5016 -4.1111 4.6210
H -1.4844 -1.3790 -1.7026
H -4.2838 -6.6197 3.8796
H -4.4553 1.3705 -1.4132
C -3.1237 -4.7733 -1.6428
C 4.7940 -0.6093 -2.1466
H -1.3074 0.1683 -6.7860
H -1.8779 -4.7696 4.2258
C -6.3812 3.8164 2.9828
H 1.4635 2.9136 1.0635
C -1.6418 0.6044 0.9331
H -2.2443 -2.1739 -0.2931
H 6.4970 -2.7889 -2.7307
H -0.6162 4.6873 2.8810
H -6.7537 4.8360 3.0816
C 0.6192 1.8588 4.3646
C 3.4979 2.9198 -3.4566
H -0.8517 3.3433 1.6700
H -1.8974 3.2450 4.4208
C 1.4810 -0.5215 -4.3958
Tl -0.8902 3.5635 -3.3934
H 7.7402 -1.4779 -2.9820
O 1.5631 4.7829 -3.0758
C -4.3687 0.6165 -2.1956

Results
- LUMO level (alpha / beta): -8.886 / -9.610 eV
- Highest occupied orbital energy (alpha / beta): -12.1797 / -12.1788 eV
- Net charge: +2
- Frontier orbital gap (alpha / beta): 3.294 / 2.569 eV
- Spin multiplicity: 2

Atomic partial charges in e from the Mulliken method, atoms 1 to 99:
1 S 0.40
2 H 0.15
3 S 0.50
4 H 0.16
5 H 0.46
6 H 0.42
7 H 0.40
8 C 0.06
9 O -0.63
10 H 0.49
11 C -0.50
12 O -0.31
13 C 0.45
14 H 0.55
15 H 0.62
16 H 0.42
17 H 0.41
18 C -0.59
19 H 0.24
20 O -0.73
21 S 0.52
22 S 0.43
23 S 0.66
24 H 0.33
25 H -0.26
26 H 0.64
27 O -0.68
28 H -0.31
29 C -1.03
30 H 0.34
31 O -0.61
32 H 0.38
33 H -0.14
34 S 0.69
35 C 0.01
36 C -0.77
37 H 0.14
38 H 0.32
39 H -0.33
40 S 0.57
41 H 0.38
42 H 0.39
43 C 0.35
44 H 0.38
45 H -0.28
46 C -0.49
47 H -0.28
48 H 0.29
49 H 0.37
50 O -0.75
51 O -0.62
52 O -0.23
53 H 0.29
54 C -0.28
55 O -0.47
56 H 0.51
57 C -0.36
58 H 0.66
59 H 0.30
60 S 0.41
61 O -0.44
62 H -0.32
63 H 0.17
64 H 0.39
65 O -0.31
66 C -1.08
67 C 0.13
68 C -0.75
69 H 0.45
70 S 0.10
71 H 0.45
72 H -0.24
73 H 0.38
74 O -0.62
75 H 0.47
76 H 0.49
77 C -0.43
78 C -1.02
79 C -0.30
80 H 0.33
81 H 0.43
82 S 0.44
83 C -0.64
84 O -0.65
85 C 0.08
86 H 0.32
87 H 0.26
88 H 0.31
89 H 0.35
90 S 0.76
91 O -0.64
92 H 0.13
93 H -0.11
94 H 0.40
95 H 0.48
96 C -0.99
97 H -0.04
98 H -0.16
99 H 0.46

=====

(3)
Here is a molecular structure, C13H10N11Os from OMol25. Energies are from ωB97M-V/def2-TZVPD.

Geometry (Å):
H 1.7039 -0.5756 2.4862
H -2.8906 0.5130 -3.0465
N -1.5760 3.4779 -1.0640
N -1.8687 -2.5879 -0.4597
C -0.0466 0.7219 2.9713
C 0.6568 -0.4887 2.7247
H 0.9145 -2.2197 -0.6261
C -1.4006 0.3879 3.2831
N 4.2742 3.1357 -1.5209
N -1.1612 2.7339 -0.0192
N -2.1124 2.7278 -1.9695
C -2.3403 -0.9026 -1.6639
H -2.4711 -1.5666 3.2140
H -0.0964 -2.5860 2.5126
N -2.7098 -1.9544 -2.3555
C -2.0322 1.4656 -1.4833
H 1.4842 1.8125 0.0555
N -1.4419 1.4724 -0.2695
N -1.8139 -1.2377 -0.4794
H -2.1744 1.0894 3.5547
N -2.4643 0.3881 -2.1315
N -2.3927 -2.9941 -1.5651
H 4.2824 -0.2718 -2.4374
H 2.9410 -2.3517 -2.0582
C -0.2939 -1.5417 2.6959
C -1.5582 -1.0027 3.0992
N 1.1271 -0.2043 -0.2359
C 2.6533 -1.4116 -1.6103
C 3.3947 -0.2618 -1.8197
C 1.5246 -1.3432 -0.8127
C 3.7001 2.1505 -1.3916
C 1.8337 0.9075 -0.4287
Os -1.0030 -0.1135 1.0239
C 2.9774 0.9217 -1.2167
H 0.3803 1.7099 3.0440

Results
- LUMO level (alpha / beta): -3.606 / -7.521 eV
- Relative energy (zero: lowest compared OMol25 entry of this formula, charge and spin): 0.000 eV
- Highest occupied orbital energy (alpha / beta): -11.3127 / -13.5778 eV
- Net charge: +1
- Frontier orbital gap (alpha / beta): 7.706 / 6.057 eV
- Spin multiplicity: 5

Listed below, in e, are the Mulliken charges computed for each atom:
1 H 0.40
2 H 0.28
3 N -0.47
4 N -0.29
5 C -0.37
6 C -0.36
7 H 0.48
8 C -0.60
9 N -0.39
10 N -0.29
11 N -0.26
12 C 0.52
13 H 0.48
14 H 0.52
15 N -0.35
16 C 0.57
17 H 0.56
18 N 0.33
19 N 0.28
20 H 0.46
21 N 0.02
22 N -0.50
23 H 0.53
24 H 0.45
25 C -0.32
26 C -0.57
27 N -0.06
28 C -0.87
29 C -0.18
30 C -0.25
31 C -0.15
32 C -0.03
33 Os 0.97
34 C -0.07
35 H 0.53

=====

(4)
Here is a molecular structure, C38H30AlN2OPS2 from OMol25. Energies are from ωB97M-V/def2-TZVPD.

Geometry (Å):
S 7.9372 6.6140 17.1479
N 8.3217 10.4690 17.2842
C 8.6224 13.8453 18.7261
C 6.4671 15.0084 12.0528
H 4.7823 10.0308 20.4843
C 11.2356 10.9598 16.1587
H 5.4775 15.3421 11.8179
C 8.5886 10.9332 19.6279
C 7.9901 8.3577 16.7679
H 14.3463 11.5223 14.8874
H 7.1893 17.0110 12.3449
C 7.6928 13.1410 16.5751
C 12.5250 11.5490 13.8009
C 8.6780 15.5999 12.7312
H 8.2756 8.8081 12.6211
P 8.5907 11.5612 12.7940
C 6.2851 6.4684 17.8926
C 13.1278 11.8084 12.5671
C 8.6011 15.1684 18.3581
C 13.2773 11.3259 14.9530
C 11.0763 11.4193 13.8675
H 10.4825 12.0483 10.5536
C 7.5879 11.0578 10.2021
C 5.4294 9.1552 20.3957
H 14.2242 11.8312 12.5754
C 7.0344 6.8683 20.2767
H 5.5669 6.7688 17.1294
S 7.5301 8.7768 15.1727
C 12.4245 11.9982 11.4102
H 7.6593 12.1208 9.9886
H 8.2953 11.5958 20.4084
C 5.3971 8.3783 19.2748
H 10.0504 14.0312 13.1130
C 7.4463 8.3371 10.6743
C 12.6470 11.0035 16.1260
C 8.1000 15.5138 17.0852
C 6.8060 13.6530 12.1391
H 6.3954 9.4437 22.3095
C 7.9396 9.1781 11.6648
Al 8.3995 10.8839 15.3165
H 12.9752 12.1931 10.4992
H 7.2663 14.7684 15.2749
H 6.0260 12.9010 11.9694
O 7.3178 12.2862 15.6236
C 7.0734 10.1976 9.2370
H 6.4991 8.1240 8.8289
C 7.6406 14.5196 16.2408
C 8.1146 13.3001 12.5027
N 8.3505 9.1376 17.7224
C 7.9685 10.5711 11.4387
H 4.7341 8.5537 18.4018
C 9.0684 14.2781 12.7846
H 6.7391 10.6319 8.3111
H 8.0262 16.5321 16.7811
H 7.4236 7.2404 10.8285
C 7.4078 15.9669 12.3880
C 7.1095 7.7069 21.3645
C 8.3509 11.3688 18.2539
C 11.0383 11.9194 11.4517
C 6.9555 8.8379 9.4934
C 6.3029 8.8137 21.4345
H 8.0885 10.0270 19.8429
H 9.6679 10.7133 19.7543
C 10.4076 11.1861 15.0888
C 6.1904 7.1819 19.2361
H 6.1857 5.3861 17.9663
C 8.2073 12.7859 17.8617
H 9.0946 13.5294 19.6725
H 13.2042 10.7728 17.0411
H 7.8073 7.4723 22.1761
H 9.3969 16.3903 12.9691
H 10.7470 10.6932 17.0906
H 9.0878 15.9297 18.9657
H 7.7529 6.0382 20.1718
C 10.4002 11.6299 12.6401

Results
- LUMO level: -0.165 eV
- Relative energy (zero: lowest compared OMol25 entry of this formula, charge and spin): 0.000 eV
- Highest occupied orbital energy: -8.0222 eV
- Net charge: 0
- Frontier orbital gap: 7.857 eV

Listed below, in e, are the Mulliken charges computed for each atom:
1 S -0.16
2 N 0.90
3 C -0.90
4 C -0.80
5 H 0.37
6 C 0.02
7 H 0.39
8 C -1.31
9 C 0.35
10 H 0.35
11 H 0.43
12 C 0.60
13 C 0.31
14 C -0.61
15 H 0.32
16 P 1.20
17 C -1.20
18 C -0.73
19 C -0.83
20 C -0.71
21 C 0.42
22 H 0.55
23 C -0.15
24 C -0.54
25 H 0.32
26 C -0.19
27 H 0.41
28 S -0.41
29 C -1.07
30 H 0.43
31 H 0.54
32 C -0.44
33 H 0.33
34 C -0.72
35 C -1.32
36 C -0.55
37 C -0.48
38 H 0.41
39 C -0.75
40 Al 0.54
41 H 0.41
42 H 0.50
43 H 0.45
44 O -0.60
45 C -0.72
46 H 0.41
47 C -0.46
48 C 0.45
49 N -0.89
50 C 0.50
51 H 0.31
52 C -0.63
53 H 0.41
54 H 0.46
55 H 0.35
56 C -0.60
57 C -0.42
58 C 0.94
59 C 0.18
60 C -0.50
61 C -0.54
62 H -0.02
63 H 0.33
64 C -0.40
65 C 0.76
66 H 0.45
67 C 0.60
68 H 0.32
69 H 0.39
70 H 0.36
71 H 0.39
72 H 0.41
73 H 0.36
74 H 0.30
75 C 0.43

=====

(5)
Here is 2 unconnected molecules or ions with the total composition C6H16S2 from OMol25. Energies are from ωB97M-V/def2-TZVPD.

Geometry (Å):
H -3.0324 3.5810 2.9144
S 3.3636 -2.6566 -0.5955
C -1.2251 3.1560 1.8698
H 3.0496 -1.9635 -4.4886
H 2.1762 -3.0919 -0.1232
H -1.6192 1.1738 3.7152
H 3.1872 -3.4650 -3.5211
H -0.9359 2.3773 1.1442
C 2.6300 -1.3899 -1.6822
H -1.2392 4.1304 1.3531
C 2.4786 -2.7288 -3.9365
C 1.7152 -2.0781 -2.7224
H -2.5624 0.5246 2.3422
H -4.7301 0.3088 3.4030
H 2.0990 -0.6339 -1.0724
H 1.1198 -1.3157 -3.2606
H -3.1798 2.5337 1.4730
H 1.8082 -3.2459 -4.6435
H -0.4653 3.1923 2.6685
H 3.4904 -0.8885 -2.1656
C -2.5971 2.7033 2.3989
S -4.0286 1.2223 4.1071
C -2.5104 1.3468 3.0816
H 1.0076 -2.7925 -2.2594

Results
- LUMO level: 0.582 eV
- Relative energy (zero: lowest compared OMol25 entry of this formula, charge and spin): 0.884 eV
- SMILES: CCCS.CCCS
- Highest occupied orbital energy: -8.9689 eV
- Net charge: 0
- Frontier orbital gap: 9.551 eV

Listed below, in e, are the Mulliken charges computed for each atom:
1 H 0.40
2 S -0.20
3 C -1.12
4 H 0.30
5 H 0.11
6 H 0.31
7 H 0.29
8 H 0.25
9 C -0.60
10 H 0.33
11 C -1.07
12 C -0.30
13 H 0.33
14 H 0.12
15 H 0.26
16 H 0.26
17 H 0.21
18 H 0.32
19 H 0.32
20 H 0.33
21 C -0.32
22 S -0.25
23 C -0.57
24 H 0.30

=====

(6)
Here is a molecular structure, C23H28IrN4O2 from OMol25. Energies are from ωB97M-V/def2-TZVPD.

Geometry (Å):
H 5.5982 3.1770 -1.8704
C -1.4291 -1.0706 1.5391
C -3.7465 -1.2548 0.6192
C -1.4967 3.7395 0.2656
H -0.5117 -1.4039 -4.3027
H -2.5444 3.4285 0.2402
Ir 1.3668 -0.3411 -0.1393
C -1.4132 -1.5879 -3.6988
H -1.2849 3.5567 2.4198
H 3.5164 -2.7196 3.1928
H 1.0453 4.4396 2.4305
C -0.1808 -4.3727 -0.9344
H 1.8989 -3.3281 3.6479
N -1.3246 -0.1719 -1.5094
H -2.3013 -1.3166 -4.2920
H -3.4834 -1.8862 -0.2317
H -3.8992 1.2771 1.2918
C 3.8671 2.0435 -1.4506
H -2.4422 -3.5569 1.4975
H -3.9815 -1.8643 1.4997
H 5.6292 1.4739 -2.4052
C 1.2665 0.2180 -1.9130
O 4.3583 -0.9043 0.0250
C -0.8454 4.0731 -0.9307
C -3.0335 0.8014 1.7588
C 2.5159 -2.4253 3.5425
C 3.2012 -0.7981 -0.0799
C 0.5197 4.3142 1.4811
N 2.9759 1.8044 -0.7345
N 1.5168 -0.6940 1.8663
C 1.9189 -1.5267 2.5934
C 4.9958 2.3648 -2.3027
C -1.6141 -3.4496 0.7856
H 2.2175 4.9075 0.2745
H -1.4613 -2.6596 -3.4485
H 0.0822 -5.1866 -1.6234
H 4.6513 2.6719 -3.2997
H -1.8877 -5.4004 -0.0920
C -1.3663 -0.8022 -2.4962
H -1.4001 4.0374 -1.8781
H -2.2327 0.0017 -0.0202
H -3.3029 0.4186 2.7489
H -4.6060 -0.6342 0.3522
H 1.0074 4.7089 -1.8681
H -2.2222 1.5300 1.8437
N -2.6015 -0.3490 0.9084
H 2.6147 -1.9355 4.5220
H 1.4906 -3.1075 -1.5073
C 0.4873 4.5130 -0.9256
C 0.2083 -2.1430 -0.0814
C -0.9240 -2.2230 0.7228
H -0.6409 -0.3317 1.6772
C 1.1644 4.6365 0.2883
C -1.2849 -4.4873 -0.0870
C -0.8088 3.8617 1.4799
O 1.3283 0.5365 -3.0360
H -1.7694 -1.3949 2.5319
C 0.5985 -3.2078 -0.8877

Results
- LUMO level (alpha / beta): -12.461 / -17.730 eV
- Highest occupied orbital energy (alpha / beta): -17.7982 / -20.3725 eV
- Net charge: +4
- Frontier orbital gap (alpha / beta): 5.337 / 2.643 eV
- Spin multiplicity: 6

Listed below, in e, are the Mulliken charges computed for each atom:
1 H 0.35
2 C -1.57
3 C -0.81
4 C -0.15
5 H 0.35
6 H 0.60
7 Ir 1.08
8 C -1.07
9 H 0.59
10 H 0.34
11 H 0.46
12 C -0.92
13 H 0.33
14 N -0.72
15 H 0.38
16 H 0.36
17 H 0.42
18 C 0.56
19 H 0.60
20 H 0.36
21 H 0.32
22 C 0.66
23 O -0.36
24 C -0.31
25 C -0.56
26 C -1.01
27 C 0.27
28 C -0.27
29 N -0.54
30 N -0.66
31 C 0.67
32 C -0.95
33 C -0.32
34 H 0.50
35 H 0.31
36 H 0.52
37 H 0.32
38 H 0.52
39 C 0.64
40 H 0.46
41 H 0.47
42 H 0.41
43 H 0.38
44 H 0.48
45 H -0.11
46 N 0.29
47 H 0.36
48 H 0.50
49 C -0.19
50 C -0.17
51 C 1.05
52 H 0.52
53 C -0.31
54 C -0.59
55 C -0.35
56 O -0.50
57 H 0.55
58 C -0.59

=====

net charge of number 3 (C13H10N11Os)? +1